# CH9N2O

A cluster of 2 separate species, CH9N2O in total at a distorted geometry (ωB97M-V/def2-TZVPD, the Open Molecules 2025 dataset).

Geometry as XYZ:
```
13
Properties=species:S:1:pos:R:3:mulliken_charge:R:1
O -1.27545 -1.99368 -1.38720 -0.6720
H -2.14599 -2.37917 -1.21563 0.3294
H -0.24435 -0.80423 -0.10441 0.2879
H -1.02731 -2.40152 -2.23495 0.3137
N 0.59349 -0.44187 0.35854 -0.3239
C 0.34429 0.93823 1.01207 -0.3042
N 0.50077 1.89433 -0.01189 -0.4975
H 1.42760 -0.37875 -0.23957 0.3692
H 0.81968 -1.10987 1.09824 0.3568
H 1.17011 1.06660 1.70788 0.3961
H -0.65343 0.84240 1.43403 0.3079
H -0.24019 1.93805 -0.69967 0.2064
H 0.73079 2.82948 0.28254 0.2302
```

Values from the calculation:
Charge: +1
Orbital gap, eV: 11.241
Energy relative to the best compared isomer or geometry (same formula, charge and spin), kcal/mol: 4.84
Multiplicity: 1
Total energy, Eh: -228.00781
Lowest unoccupied orbital energy, eV: -3.33

# CH9N2O2

A cluster of 3 separate species, CH9N2O2 in total at a distorted geometry (ωB97M-V/def2-TZVPD, the Open Molecules 2025 dataset).

Geometry as XYZ:
```
14
Properties=species:S:1:pos:R:3:mulliken_charge:R:1
N -0.18350 1.75266 -1.19906 -0.3467
C -0.10984 0.65586 -0.45168 0.3197
N 0.96402 -0.08496 -0.41701 -0.3153
H 0.63198 2.04685 -1.72359 0.2307
H -0.90084 2.44403 -1.03296 0.2671
H -0.99108 0.11805 -0.01548 0.2976
H 0.99596 -1.07716 -0.01111 0.2962
H 1.89363 0.28898 -0.65124 0.2391
H -0.04542 -3.52118 -0.99135 0.3296
H 1.12925 -2.92001 -1.76522 0.3284
O 0.67748 -2.88391 -0.91334 -0.6581
H -0.87202 0.37126 3.26012 0.3262
H -2.16246 1.21256 2.83605 0.3310
O -1.23348 1.03854 2.67415 -0.6453
```

Values from the calculation:
Charge: +1
Orbital gap, eV: 11.564
Energy relative to the best compared isomer or geometry (same formula, charge and spin), kcal/mol: 21.28
Multiplicity: 1
Total energy, Eh: -303.26067
Lowest unoccupied orbital energy, eV: -3.45

# CH9N2P2

A structure of composition CH9N2P2 at a distorted geometry (ωB97M-V/def2-TZVPD, the Open Molecules 2025 dataset).

Geometry as XYZ:
```
14
Properties=species:S:1:pos:R:3:mulliken_charge:R:1
C -0.73034 0.10557 -1.23557 -0.2059
N 0.66603 -0.18348 0.05374 -0.1869
N -1.80500 0.39065 -0.55148 -0.3074
P 2.08106 -0.83105 -0.52739 -0.1049
P 0.84478 0.36027 1.61635 0.0473
H -0.58955 -0.86057 -1.84177 0.2867
H -0.19948 0.90900 -1.83719 0.3145
H -2.44773 -0.31357 -0.16222 0.2547
H -2.07524 1.33338 -0.61280 0.2605
H -0.31691 0.47778 2.30560 0.1502
H 1.40991 -1.76980 -1.41598 0.0599
H 2.24947 0.06594 -1.59906 0.0566
H 1.64482 1.62332 1.93069 0.1861
H 1.52162 -0.64282 2.50883 0.1885
```

Values from the calculation:
Charge: +1
Orbital gap, eV: 9.523
Energy relative to the best compared isomer or geometry (same formula, charge and spin), kcal/mol: 33.24
Multiplicity: 1
Total energy, Eh: -835.36567
Lowest unoccupied orbital energy, eV: -3.69

# CH9N3

A cluster of 2 separate species, CH9N3 in total at a distorted geometry (ωB97M-V/def2-TZVPD, the Open Molecules 2025 dataset).

Geometry as XYZ:
```
13
Properties=species:S:1:pos:R:3:mulliken_charge:R:1
N -0.56442 -1.00896 0.75018 -0.6417
C -2.03251 -0.65004 0.58750 -0.3571
N -2.77790 -1.54616 -0.20486 -0.5017
H -0.11173 -0.12855 0.58528 0.2396
H -0.36605 -1.22699 1.71719 0.2429
H -2.44681 -0.45810 1.57807 0.3164
H -2.04757 0.32897 0.10535 0.3088
H -2.56586 -1.47584 -1.18594 0.2114
H -2.92375 -2.48373 0.14349 0.1812
N 3.92404 2.11837 -1.23196 -0.6201
H 3.22532 2.78559 -0.95012 0.2061
H 4.83951 2.49118 -1.17079 0.2067
H 3.84774 1.25427 -0.72339 0.2075
```

Values from the calculation:
Orbital gap, eV: 10.129
Energy relative to the best compared isomer or geometry (same formula, charge and spin), kcal/mol: 8.19
Multiplicity: 1
Total energy, Eh: -207.74009
SMILES: NCN.N
Lowest unoccupied orbital energy, eV: 0.89

# CH9N3

A cluster of 2 separate species, CH9N3 in total at a distorted geometry (ωB97M-V/def2-TZVPD, the Open Molecules 2025 dataset).

Geometry as XYZ:
```
13
Properties=species:S:1:pos:R:3:mulliken_charge:R:1
N -3.37444 -1.85277 1.72021 -0.4855
C -1.95954 -1.40748 1.81231 -0.2715
N -1.84707 0.00940 2.19156 -0.6566
H -3.74672 -1.99860 0.78156 0.1761
H -4.04323 -1.77403 2.52090 0.1882
H -1.42224 -2.11709 2.42867 0.3262
H -1.46023 -1.63863 0.78369 0.2309
H -2.25334 0.53124 1.39436 0.2412
H -0.82980 0.23515 2.09682 0.2510
N 5.51302 2.46222 -3.71854 -0.6722
H 5.42373 3.46992 -3.90651 0.2244
H 4.52121 2.07925 -3.47857 0.2284
H 5.47865 2.00141 -4.62647 0.2193
```

Values from the calculation:
Orbital gap, eV: 10.128
Energy relative to the best compared isomer or geometry (same formula, charge and spin), kcal/mol: 19.66
Multiplicity: 1
Total energy, Eh: -207.72181
SMILES: NCN.N
Lowest unoccupied orbital energy, eV: 1.16

# CH9N3O2

A cluster of 3 separate species, CH9N3O2 in total at a distorted geometry (ωB97M-V/def2-TZVPD, the Open Molecules 2025 dataset).

Geometry as XYZ:
```
15
Properties=species:S:1:pos:R:3:mulliken_charge:R:1
N -0.78492 -0.14160 -0.34758 -0.4670
C -0.01702 -1.03147 0.17573 0.3993
N -0.18244 -1.39332 1.51775 -0.4531
N 0.91850 -1.81784 -0.50388 -0.6075
H -1.32035 0.23995 0.43626 0.1506
H -1.01005 -1.24021 2.05628 0.2161
H 0.36735 -2.22415 1.67151 0.2378
H 1.80224 -1.40238 -0.17359 0.2674
H 0.96683 -1.59015 -1.49187 0.2772
O 1.08138 2.86774 2.32581 -0.6369
H 0.24681 2.44591 2.09203 0.3127
H 1.52473 2.88434 1.48122 0.3172
O -1.35381 1.01296 -3.36784 -0.6653
H -0.95095 0.14872 -3.44319 0.3037
H -1.28830 1.24151 -2.42864 0.3476
```

Values from the calculation:
Orbital gap, eV: 10.141
Energy relative to the best compared isomer or geometry (same formula, charge and spin), kcal/mol: 20.35
Multiplicity: 1
Total energy, Eh: -358.23912
SMILES: N=C(N)N.O.O
Lowest unoccupied orbital energy, eV: 0.39

The highest orbital gap belongs to which entry? CH9N2O2